# 1
One molecule with the formula C4H8N2 in a non-equilibrium geometry. Source: the OMol25 dataset; level of theory: ωB97M-V/def2-TZVPD.

```
14
Properties=species:S:1:pos:R:3:forces:R:3:nbo_charge:R:1
C -1.882911 1.057713 0.079892 -0.2 0.1 -0.1 -0.67
C -0.722859 0.107550 0.025540 -0.3 0.8 -1.9 0.48
N -1.059833 -1.194819 -0.222726 0.3 -0.2 0.8 -0.81
C 1.538893 -0.139759 0.288873 -0.1 -1.6 0.1 -0.03
C 2.750400 -0.056451 -0.245840 0.3 0.0 0.1 -0.47
N 0.455859 0.603952 -0.089121 -0.7 0.5 1.3 -0.53
H -2.008434 -1.502766 -0.103059 0.0 0.1 0.2 0.39
H -0.348187 -1.901840 -0.155632 0.1 -0.1 -0.1 0.40
H 1.282317 -0.888965 1.084979 0.7 0.6 -0.5 0.16
H -2.600683 0.858677 -0.714579 -0.1 -0.1 0.0 0.22
H -2.398814 0.987294 1.036275 -0.1 -0.1 0.1 0.22
H -1.536895 2.079117 -0.046276 0.2 -0.1 0.1 0.25
H 3.582299 -0.631767 0.119279 0.0 -0.2 0.1 0.20
H 2.948849 0.622063 -1.057604 0.0 0.2 -0.1 0.20
```
Positions in Å, forces in eV/Å.

## Properties
2S+1	1
net charge	0
HOMO level	-7.93	eV
LUMO energy	0.85	eV
relative energy (zero: lowest compared OMol25 entry of this formula, charge and spin)	80.1	kJ/mol
structure (SMILES)	C=C/N=C(/C)N
frontier orbital gap	8.777	eV

# 2
One molecule with the formula C4H8N2 in a non-equilibrium geometry. Source: the OMol25 dataset; level of theory: ωB97M-V/def2-TZVPD.

```
14
Properties=species:S:1:pos:R:3:forces:R:3:nbo_charge:R:1
C -0.591530 1.422063 0.042398 0.0 0.2 0.0 -0.41
N -0.479315 0.056361 -0.408241 0.0 -0.1 0.0 -0.42
C -0.974812 -0.906118 0.559011 -0.1 -0.1 0.1 -0.42
C 0.819352 -0.285343 -0.926434 0.2 0.1 0.0 -0.32
C 1.870711 -0.603395 0.085580 0.7 -0.3 0.8 0.25
N 2.680065 -0.883538 0.865500 -0.9 0.4 -0.8 -0.33
H -1.646434 1.629621 0.243604 0.2 0.1 0.1 0.21
H -0.255479 2.086345 -0.761026 -0.1 0.0 0.2 0.20
H -0.002212 1.630045 0.951205 -0.1 0.0 0.0 0.17
H -0.423705 -0.880862 1.515899 -0.1 0.0 -0.1 0.18
H -0.901689 -1.920295 0.150691 0.0 0.2 0.0 0.20
H -2.029364 -0.696495 0.761213 0.1 0.0 0.0 0.21
H 1.222273 0.540972 -1.527010 -0.3 -0.3 0.0 0.24
H 0.686602 -1.165932 -1.551924 0.3 -0.1 -0.1 0.24
```
Positions in Å, forces in eV/Å.

## Properties
2S+1	1
net charge	0
HOMO level	-9.26	eV
LUMO energy	0.85	eV
relative energy (zero: lowest compared OMol25 entry of this formula, charge and spin)	77.7	kJ/mol
structure (SMILES)	CN(C)CC#N
frontier orbital gap	10.109	eV

# 3
C4H8N2 as an isolated structure in a non-equilibrium geometry. Source: the OMol25 dataset; level of theory: ωB97M-V/def2-TZVPD.

```
14
Properties=species:S:1:pos:R:3:forces:R:3:nbo_charge:R:1
C 2.018209 -0.606640 0.269104 4.5 -0.5 -0.8 -0.48
C -0.129174 0.258791 0.267342 -2.3 -10.2 0.4 -0.13
C 0.295536 1.453576 -0.089724 1.1 9.3 -3.8 -0.68
C -1.565561 -0.357517 0.164141 0.7 3.0 -1.3 0.24
H 2.606088 0.590917 0.745715 -2.3 -3.9 -1.6 0.20
H 2.943284 -0.936371 -0.554891 -2.3 0.4 3.1 0.23
H 1.832924 -1.304706 1.242126 0.9 1.6 -2.5 0.21
H 0.327562 -1.527452 -0.573672 2.0 1.6 -0.6 0.37
H 0.074613 -0.010533 1.297928 0.4 0.1 0.4 0.21
H 0.670865 1.489153 -1.154466 -1.8 0.1 0.3 0.25
H 1.347551 1.517078 0.197095 -0.8 1.2 1.4 0.26
H -0.467917 2.242509 0.078407 1.3 0.3 0.3 0.24
N 0.839396 -0.563799 -0.671982 -2.0 -2.3 4.2 -0.61
N -2.703544 -0.371894 -0.034222 0.5 -0.8 0.4 -0.29
```
Positions in Å, forces in eV/Å.

## Properties
2S+1	1
net charge	0
HOMO level	-10.31	eV
LUMO energy	0.64	eV
relative energy (zero: lowest compared OMol25 entry of this formula, charge and spin)	537.6	kJ/mol
frontier orbital gap	10.946	eV

# 4
One molecule with the formula C4H8N2 in a non-equilibrium geometry. Source: the OMol25 dataset; level of theory: ωB97M-V/def2-TZVPD.

```
14
Properties=species:S:1:pos:R:3:forces:R:3:nbo_charge:R:1
C 0.347188 -0.422830 1.358081 0.0 0.0 -0.2 -0.44
N 0.321675 0.245640 0.064066 0.1 0.4 0.8 -0.33
C 0.306778 1.702600 0.056185 -0.1 0.0 0.0 -0.40
C 0.068335 -0.439743 -1.027437 -0.2 -0.5 -1.0 0.03
C -0.796322 -1.655920 -1.165030 0.2 0.9 0.0 -0.13
N -1.498878 -2.096410 -0.230449 0.2 -0.2 -0.3 -0.37
H 0.376490 0.325654 2.153041 -0.1 -0.2 -0.1 0.20
H 1.242590 -1.047581 1.419545 -0.1 0.0 0.1 0.21
H -0.540083 -1.077356 1.412547 0.2 0.1 0.1 0.26
H -0.602873 2.046970 0.564366 0.1 0.0 -0.1 0.20
H 0.280738 2.061956 -0.974373 0.1 0.0 0.2 0.21
H 1.179674 2.110513 0.570627 -0.1 -0.1 0.0 0.20
H 0.210902 0.125100 -1.950917 -0.2 -0.1 0.1 0.18
H -0.896214 -1.878594 -2.250252 -0.1 -0.4 0.4 0.17
```
Positions in Å, forces in eV/Å.

## Properties
2S+1	1
net charge	0
HOMO level (alpha / beta)	-8.06 / -6.66	eV
LUMO energy (alpha / beta)	0.20 / 0.05	eV
relative energy (zero: lowest compared OMol25 entry of this formula, charge and spin)	342.9	kJ/mol
frontier orbital gap (alpha / beta)	8.267 / 6.717	eV

# 5
One molecule with the formula C4H8N2 in a non-equilibrium geometry. Source: the OMol25 dataset; level of theory: ωB97M-V/def2-TZVPD.

```
14
Properties=species:S:1:pos:R:3:forces:R:3:nbo_charge:R:1
C -1.834779 -0.282286 0.912284 -1.5 -0.2 -0.9 -0.40
C -0.121434 -0.103790 -0.996908 2.7 0.5 -1.6 -0.23
C 1.495743 -0.034690 -0.765500 0.3 0.5 -0.7 -0.47
C 1.557026 0.507247 0.678528 1.2 0.7 -0.9 -0.02
H -2.039535 -1.429695 1.247093 0.9 2.5 -0.8 0.18
H -1.951126 0.402227 1.835184 -0.4 -1.1 -1.6 0.23
H -2.586118 -0.084387 -0.027028 1.3 -0.3 2.7 0.19
H -0.460891 0.676119 -1.776887 0.2 -0.5 1.5 0.18
H -0.315042 -1.046220 -1.529254 -0.3 -0.1 0.8 0.20
H 2.038293 0.756715 -1.391191 -0.9 -1.4 0.4 0.22
H 1.961459 -1.066682 -0.919763 -0.4 1.5 0.3 0.22
H 2.393916 1.076313 1.195638 -1.0 -1.2 -0.8 0.21
N -0.541783 0.065409 0.363495 -1.2 -0.8 -0.1 -0.31
N 0.404271 0.563721 1.174308 -0.8 0.0 1.8 -0.21
```
Positions in Å, forces in eV/Å.

## Properties
2S+1	1
net charge	0
HOMO level	-7.75	eV
LUMO energy	1.06	eV
relative energy (zero: lowest compared OMol25 entry of this formula, charge and spin)	251.0	kJ/mol
structure (SMILES)	CN1CCC=N1
frontier orbital gap	8.802	eV

# 6
One molecule with the formula C4H8N2 in a non-equilibrium geometry. Source: the OMol25 dataset; level of theory: ωB97M-V/def2-TZVPD.

```
14
Properties=species:S:1:pos:R:3:forces:R:3:nbo_charge:R:1
C -0.027184 1.224267 0.663861 -1.2 0.1 -0.3 -0.28
C -1.186704 -0.742188 -0.047627 -0.4 0.3 -0.5 -0.28
C 0.124856 -1.362751 -0.378625 0.9 -1.0 -1.3 -0.22
C 1.276460 0.605923 0.321059 0.5 -0.1 -0.4 -0.19
H 0.003086 2.290156 0.507523 0.2 0.5 0.1 0.21
H -0.327018 1.070912 1.703129 0.0 -0.1 0.1 0.19
H -0.977657 0.992915 -1.118931 0.2 0.1 -1.0 0.34
H -1.530219 -0.961956 0.954315 0.0 0.0 0.5 0.19
H -1.953978 -1.160366 -0.693092 -0.1 0.0 -0.2 0.21
H 0.253777 -2.205431 -1.116061 -0.3 1.0 1.0 0.19
H 2.071902 -1.010024 -0.647192 -0.7 0.7 0.5 0.42
H 2.230786 1.111117 0.284677 -0.2 0.1 0.1 0.19
N -1.173679 0.732500 -0.180210 0.8 -0.5 1.7 -0.59
N 1.215572 -0.585075 -0.252825 0.2 -1.1 -0.3 -0.38
```
Positions in Å, forces in eV/Å.

## Properties
2S+1	1
net charge	0
HOMO level	-6.47	eV
LUMO energy	0.91	eV
relative energy (zero: lowest compared OMol25 entry of this formula, charge and spin)	230.9	kJ/mol
frontier orbital gap	7.380	eV

# 7
One molecule with the formula C4H8N2 in a non-equilibrium geometry. Source: the OMol25 dataset; level of theory: ωB97M-V/def2-TZVPD.

```
14
Properties=species:S:1:pos:R:3:forces:R:3:nbo_charge:R:1
C -0.884276 0.150728 -0.433618 -0.7 0.3 -1.9 0.17
C -2.196025 0.295958 -0.554435 2.3 -0.6 0.4 -0.53
C 0.485808 0.355090 -1.004757 1.1 2.2 -2.1 -0.36
C 0.302076 -0.977852 1.457192 2.5 -0.8 0.3 -0.24
N 1.603266 -0.355632 -0.387984 2.4 -0.3 0.0 -0.49
N 1.574120 -0.497768 1.076423 -1.6 1.0 -0.1 -0.43
H -2.873059 -0.292388 0.019293 -0.3 -0.5 0.9 0.21
H -2.725572 0.868239 -1.264829 -0.2 1.1 -1.0 0.20
H 0.573005 0.158266 -2.166829 -0.6 -0.3 2.1 0.22
H 0.835928 1.442506 -1.034839 -1.3 -0.5 0.4 0.19
H -0.185456 -0.609535 2.298034 -0.5 0.6 1.3 0.17
H -0.046556 -1.831038 0.962067 -0.5 -1.0 -0.7 0.17
H 2.589205 0.014237 -0.770404 -3.1 -1.1 1.6 0.37
H 1.663279 0.361372 1.657113 0.6 -0.1 -1.1 0.34
```
Positions in Å, forces in eV/Å.

## Properties
2S+1	3
net charge	0
HOMO level (alpha / beta)	-5.80 / -8.70	eV
LUMO energy (alpha / beta)	0.98 / -0.56	eV
relative energy (zero: lowest compared OMol25 entry of this formula, charge and spin)	254.5	kJ/mol
frontier orbital gap (alpha / beta)	6.785 / 8.141	eV

# 8
A 2-piece molecular cluster, C4H8N2 overall in a non-equilibrium geometry. Source: the OMol25 dataset; level of theory: ωB97M-V/def2-TZVPD.

```
14
Properties=species:S:1:pos:R:3:forces:R:3:nbo_charge:R:1
C -1.363918 -1.718040 0.814865 -4.3 0.0 -0.4 -0.50
C -0.401101 0.392837 -0.182644 -1.9 -0.8 0.7 0.60
C -0.109079 1.625771 -0.940529 -0.4 1.0 1.5 -0.75
C 2.599556 -0.296481 -0.520181 -3.5 3.9 6.8 0.60
N -0.821168 -0.498493 0.426398 1.2 2.9 -1.1 -0.18
N 2.050983 0.224979 0.374498 3.4 -0.9 -2.1 -0.43
H -1.961980 -1.989047 -0.081134 1.0 -1.0 0.4 0.30
H -1.093819 2.044264 -1.231535 0.3 -0.2 0.1 0.34
H 0.452713 1.434078 -1.847416 0.3 0.0 0.0 0.30
H 0.353780 2.400900 -0.222426 -0.5 -1.1 -1.3 0.30
H -2.155185 -1.796421 1.606669 0.2 1.7 -0.4 0.32
H 2.757843 -0.812591 -1.351937 1.4 -2.3 -3.7 0.28
H -0.720942 -2.312489 1.333636 2.6 -2.2 0.2 0.28
H 1.947390 0.864513 1.204579 0.1 -0.9 -0.8 0.55
```
Positions in Å, forces in eV/Å.

## Properties
2S+1	1
net charge	+2
HOMO level	-20.66	eV
LUMO energy	-10.42	eV
relative energy (zero: lowest compared OMol25 entry of this formula, charge and spin)	198.0	kJ/mol
frontier orbital gap	10.236	eV

# 9
C4H8N2 as an isolated structure in a non-equilibrium geometry. Source: the OMol25 dataset; level of theory: ωB97M-V/def2-TZVPD.

```
14
Properties=species:S:1:pos:R:3:forces:R:3:nbo_charge:R:1
C -1.570064 0.613554 -0.796362 3.1 0.7 2.0 0.54
C 0.330162 0.484395 -0.336060 2.6 -0.4 -1.2 0.63
C 2.274552 -0.221009 -0.267486 -2.9 0.1 3.6 -0.29
C -1.185015 -0.778974 1.344946 -0.9 -0.4 2.2 -0.47
N -0.294376 1.241899 -1.201151 1.8 0.1 -1.2 -0.57
N -0.973343 0.024927 0.214672 -0.6 0.5 -2.5 -0.30
H -2.512169 0.870238 -1.179327 -1.8 -0.4 -0.4 0.31
H 2.842968 0.536809 0.238753 -0.3 0.6 0.5 0.26
H 2.660919 -0.405440 -1.192898 0.0 -0.4 -3.1 0.24
H 2.044407 -1.106468 0.353368 0.2 0.6 -0.5 0.25
H -0.276153 -0.566139 1.996421 -1.6 -0.5 -0.3 0.28
H -1.319102 -1.831650 1.113691 0.7 -0.3 -0.4 0.30
H -2.210040 -0.559459 1.745313 1.1 0.3 0.3 0.30
H 0.187257 1.697321 -2.033877 -1.4 -0.5 0.9 0.51
```
Positions in Å, forces in eV/Å.

## Properties
2S+1	1
net charge	+2
HOMO level	-21.31	eV
LUMO energy	-12.43	eV
relative energy (zero: lowest compared OMol25 entry of this formula, charge and spin)	436.9	kJ/mol
frontier orbital gap	8.879	eV

# 10
One molecule with the formula C4H8N2O. Source: the OMol25 dataset; level of theory: ωB97M-V/def2-TZVPD.

```
15
Properties=species:S:1:pos:R:3:forces:R:3:nbo_charge:R:1
C -0.219345 -0.226629 2.013742 0.0 -0.2 -0.2 -0.67
C -0.929562 0.144511 0.736258 -0.4 -0.1 0.2 0.05
O -0.553732 1.442044 0.307468 0.1 -0.1 0.0 -0.52
C 0.333427 0.773956 -0.519050 0.3 0.0 -0.4 0.45
N 1.607886 0.677883 -0.450676 0.0 0.6 0.0 -0.83
C -0.397770 -0.131739 -1.364430 0.1 0.0 0.2 0.04
N 0.402985 -0.895196 -2.129319 -0.1 -0.3 0.1 -0.78
H 0.870818 -0.232452 1.871852 -0.2 -0.1 0.0 0.23
H -0.543555 -1.200214 2.390954 0.1 0.1 -0.1 0.22
H -0.438614 0.529330 2.787787 0.0 -0.2 -0.3 0.22
H -2.005702 -0.015388 0.710290 0.0 0.1 0.0 0.18
H 1.992603 1.262950 0.280402 0.0 0.1 0.0 0.36
H -1.433251 0.010017 -1.658499 0.3 0.1 0.2 0.22
H 0.107057 -1.374157 -2.964802 -0.1 0.1 0.3 0.40
H 1.386852 -0.682480 -1.969053 -0.1 -0.3 -0.1 0.43
```
Positions in Å, forces in eV/Å.

## Properties
2S+1	1
net charge	0
HOMO level	-7.69	eV
LUMO energy	0.96	eV
relative energy (zero: lowest compared OMol25 entry of this formula, charge and spin)	378.7	kJ/mol
frontier orbital gap	8.654	eV

# 11
A 2-piece molecular cluster, C4H8N2O overall. Source: the OMol25 dataset; level of theory: ωB97M-V/def2-TZVPD.

```
15
Properties=species:S:1:pos:R:3:forces:R:3:nbo_charge:R:1
C 0.533492 0.449832 1.680245 0.0 0.0 0.1 -0.63
C -0.439214 -0.164375 0.705574 0.0 0.2 0.0 -0.08
C -0.037519 -1.325977 -0.117814 0.2 0.0 -0.3 -0.27
N -1.016404 -1.481676 0.960578 0.0 -0.1 0.2 -0.59
C 0.273449 1.393348 -2.133604 0.3 0.2 0.2 0.87
O 1.004514 1.865047 -1.349762 -0.6 -0.4 -0.6 -0.51
N -0.441806 0.783444 -2.901788 0.3 0.1 0.4 -0.78
H 1.244382 -0.301463 2.047009 -0.1 0.1 -0.1 0.20
H 1.103427 1.250120 1.197189 -0.1 -0.1 0.1 0.23
H 0.012333 0.873840 2.546084 0.1 -0.1 -0.1 0.21
H -0.430649 -1.453143 -1.123698 0.0 0.0 0.2 0.20
H 0.968760 -1.716978 0.031118 -0.2 0.1 0.0 0.19
H -0.572502 -1.899407 1.775552 0.0 0.1 -0.1 0.34
H -1.157865 0.534643 0.276002 0.1 -0.1 0.1 0.19
H -1.044398 1.192745 -3.592685 0.0 0.1 0.0 0.42
```
Positions in Å, forces in eV/Å.

## Properties
2S+1	1
net charge	0
HOMO level	-9.30	eV
LUMO energy	0.72	eV
relative energy (zero: lowest compared OMol25 entry of this formula, charge and spin)	197.9	kJ/mol
structure (SMILES)	C[C@H]1CN1.N=C=O
frontier orbital gap	10.016	eV

# 12
C4H8N2O as an isolated structure. Source: the OMol25 dataset; level of theory: ωB97M-V/def2-TZVPD.

```
15
Properties=species:S:1:pos:R:3:forces:R:3:nbo_charge:R:1
N 0.830456 1.282132 -0.476461 -0.2 0.2 0.0 -0.93
C -0.368417 1.724339 -0.116527 0.0 0.0 0.0 0.63
O -0.871469 2.844458 -0.110340 0.1 -0.2 0.0 -0.67
C -1.283208 0.565837 0.383403 -0.2 0.1 0.0 -0.32
N -0.551065 -0.688180 0.397467 0.1 -0.3 -0.2 -0.23
C 0.625088 -1.327730 0.985401 0.2 0.0 0.2 -0.22
C -0.079735 -1.652792 -0.271892 -0.2 0.3 0.0 0.20
H 1.375857 2.070621 -0.822565 0.0 -0.1 0.0 0.36
H 1.183716 -0.137846 -1.264868 0.0 -0.2 0.1 0.16
H -1.630883 0.770708 1.396446 0.0 0.0 -0.1 0.23
H -2.146097 0.450844 -0.277043 0.1 0.0 0.1 0.23
H 1.548443 -0.754740 0.909656 -0.1 -0.1 0.0 0.24
H 0.456361 -1.925218 1.879923 0.0 0.1 -0.2 0.20
H 1.257037 -0.921072 -1.520187 0.0 0.0 0.0 -0.15
H -0.346084 -2.301358 -1.092412 0.1 0.1 0.1 0.26
```
Positions in Å, forces in eV/Å.

## Properties
2S+1	1
net charge	0
HOMO level	-8.37	eV
LUMO energy	-0.14	eV
relative energy (zero: lowest compared OMol25 entry of this formula, charge and spin)	579.1	kJ/mol
frontier orbital gap	8.234	eV

Question: The highest relative energy (zero: lowest compared OMol25 entry of this formula, charge and spin) belongs to which entry?
Answer: number 12